[1]
{
  "formula": "FH3N2O",
  "method": "wB97M-V/def2-TZVPD",
  "elements": ["N", "N", "O", "F", "H", "H", "H"],
  "positions_angstrom": [[1.420, 0.142, 0.213], [1.295, -1.022, -0.010], [-1.863, 0.138, -0.674], [-2.533, -0.064, 0.525], [0.618, 0.799, 0.434], [2.343, 0.651, 0.224], [-1.280, -0.644, -0.712]],
  "lowdin_charge": [-0.16, -0.02, -0.01, -0.12, 0.11, 0.11, 0.07],
  "relative_energy_kj_mol": 340.36,
  "fmax_ev_per_a": 2.2,
  "charge": 0,
  "e_tot_ha": -286.19250,
  "multiplicity": 1
}

=====

[2]
{
  "formula": "C25H18Br3N3O3Pr",
  "method": "wB97M-V/def2-TZVPD",
  "elements": ["Pr", "O", "C", "C", "C", "C", "C", "C", "C", "O", "N", "N", "C", "C", "Br", "C", "C", "C", "C", "C", "C", "C", "H", "H", "H", "H", "H", "H", "H", "H", "H", "H", "H", "H", "H", "H", "Br", "C", "C", "C", "Br", "C", "C", "C", "C", "N", "C", "C", "O", "H", "H", "H", "H"],
  "positions_angstrom": [[-1.433, -0.130, -0.160], [3.473, -0.684, -3.150], [2.453, -0.149, -3.910], [2.806, 0.416, -5.126], [1.836, 1.025, -5.901], [0.512, 1.057, -5.478], [0.175, 0.494, -4.260], [1.138, -0.107, -3.456], [0.786, -0.605, -2.080], [-0.565, -0.928, -1.919], [1.113, 0.504, -1.127], [0.975, 0.105, 0.200], [1.770, 0.420, 1.144], [1.373, 0.149, 2.527], [-0.455, -0.307, 2.791], [2.151, 0.279, 3.609], [3.581, 0.619, 3.634], [4.496, 0.072, 2.738], [5.834, 0.435, 2.804], [6.260, 1.341, 3.763], [5.354, 1.874, 4.673], [4.022, 1.504, 4.618], [3.160, -1.465, -2.682], [3.837, 0.365, -5.447], [2.112, 1.467, -6.849], [-0.250, 1.516, -6.092], [-0.855, 0.500, -3.927], [1.395, -1.482, -1.799], [1.997, 0.965, -1.327], [2.711, 0.945, 0.982], [1.675, 0.162, 4.577], [4.183, -0.675, 2.020], [6.544, -0.004, 2.117], [7.304, 1.617, 3.817], [5.690, 2.570, 5.428], [3.324, 1.911, 5.338], [-5.269, 3.364, 0.421], [-5.438, 1.499, 0.453], [-6.740, 0.953, 0.575], [-6.930, -0.396, 0.597], [-8.677, -1.075, 0.753], [-5.814, -1.278, 0.504], [-5.920, -2.685, 0.526], [-4.801, -3.467, 0.446], [-3.553, -2.836, 0.353], [-3.413, -1.527, 0.320], [-4.525, -0.720, 0.386], [-4.331, 0.699, 0.342], [-3.085, 1.180, 0.223], [-7.580, 1.628, 0.647], [-6.900, -3.136, 0.608], [-4.858, -4.545, 0.456], [-2.646, -3.431, 0.301]],
  "lowdin_charge": [1.33, 0.05, -0.27, 0.00, -0.06, -0.07, -0.02, -0.12, -0.39, -0.34, 0.02, -0.15, -0.12, -0.56, 0.95, -0.06, -0.23, -0.05, -0.06, -0.06, -0.06, -0.03, 0.09, 0.12, 0.11, 0.11, 0.11, 0.15, 0.15, 0.15, 0.12, 0.12, 0.11, 0.11, 0.11, 0.12, 0.84, -0.60, -0.15, -0.62, 0.83, -0.17, 0.00, -0.02, -0.09, -0.02, -0.13, -0.37, -0.32, 0.10, 0.09, 0.12, 0.13],
  "fmax_ev_per_a": 1.2,
  "charge": 1,
  "e_tot_ha": -9592.38671,
  "multiplicity": 3
}

=====

[3]
{
  "formula": "C24H61NO9S",
  "method": "wB97M-V/def2-TZVPD",
  "elements": ["C", "O", "C", "C", "C", "C", "O", "C", "O", "N", "S", "H", "H", "H", "H", "H", "H", "H", "H", "H", "H", "H", "H", "H", "C", "C", "C", "O", "H", "H", "H", "H", "H", "H", "H", "H", "C", "C", "C", "O", "H", "H", "H", "H", "H", "H", "H", "H", "C", "C", "C", "O", "H", "H", "H", "H", "H", "H", "H", "H", "C", "C", "C", "O", "H", "H", "H", "H", "H", "H", "H", "H", "C", "C", "C", "O", "H", "H", "H", "H", "H", "H", "H", "H", "C", "C", "C", "O", "H", "H", "H", "H", "H", "H", "H", "H"],
  "positions_angstrom": [[4.751, 0.803, -1.559], [4.497, 2.052, -2.140], [3.124, 2.320, -2.358], [2.193, 2.021, -1.173], [1.106, 3.096, -1.029], [-0.308, 2.540, -1.063], [-0.517, 1.789, -2.281], [-1.135, 0.590, -2.103], [-2.321, 0.481, -2.179], [-0.304, -0.550, -1.909], [0.035, -0.903, -0.272], [4.270, -0.012, -2.096], [5.822, 0.646, -1.610], [4.489, 0.769, -0.507], [2.770, 1.752, -3.218], [3.052, 3.384, -2.540], [2.723, 1.970, -0.233], [1.700, 1.080, -1.366], [1.193, 3.609, -0.077], [1.199, 3.838, -1.813], [-0.990, 3.380, -1.072], [-0.478, 1.917, -0.197], [0.535, -0.518, -2.472], [-0.524, -2.117, -0.094], [4.375, 7.478, -2.347], [4.267, 6.419, -1.259], [5.434, 6.500, -0.287], [4.208, 5.118, -1.844], [5.289, 7.334, -2.930], [3.534, 7.405, -3.036], [4.392, 8.483, -1.922], [3.329, 6.548, -0.716], [6.378, 6.327, -0.809], [5.343, 5.735, 0.484], [5.480, 7.478, 0.196], [5.031, 4.977, -2.325], [-1.069, -5.005, 2.386], [-0.617, -3.583, 2.668], [-0.433, -3.322, 4.150], [-1.584, -2.646, 2.151], [-2.028, -5.205, 2.870], [-1.209, -5.160, 1.316], [-0.345, -5.733, 2.749], [0.318, -3.387, 2.137], [-1.382, -3.457, 4.667], [-0.124, -2.290, 4.313], [0.310, -3.984, 4.599], [-2.413, -2.813, 2.616], [2.360, 4.002, -6.226], [2.500, 2.641, -6.893], [1.522, 2.482, -8.047], [2.300, 1.606, -5.932], [1.356, 4.122, -5.811], [3.066, 4.097, -5.400], [2.541, 4.811, -6.935], [3.520, 2.518, -7.259], [0.492, 2.558, -7.688], [1.634, 1.502, -8.511], [1.679, 3.248, -8.808], [1.404, 1.692, -5.589], [-4.378, -0.296, 6.403], [-2.939, -0.743, 6.611], [-2.008, 0.448, 6.782], [-2.510, -1.542, 5.513], [-4.460, 0.308, 5.497], [-5.032, -1.160, 6.280], [-4.736, 0.294, 7.250], [-2.879, -1.383, 7.492], [-2.024, 1.073, 5.886], [-0.980, 0.112, 6.928], [-2.299, 1.060, 7.638], [-2.533, -1.016, 4.703], [-2.833, -9.650, 0.368], [-2.321, -8.243, 0.639], [-1.493, -7.725, -0.528], [-1.550, -8.226, 1.841], [-1.997, -10.342, 0.235], [-3.423, -10.010, 1.210], [-3.452, -9.681, -0.530], [-3.165, -7.576, 0.814], [-0.618, -8.361, -0.688], [-1.129, -6.718, -0.326], [-2.076, -7.704, -1.450], [-0.796, -8.809, 1.712], [-4.753, -0.633, 1.324], [-4.002, 0.486, 2.028], [-3.213, 1.329, 1.042], [-3.122, -0.063, 3.013], [-4.052, -1.299, 0.813], [-5.310, -1.232, 2.045], [-5.451, -0.237, 0.586], [-4.708, 1.117, 2.570], [-2.474, 0.712, 0.526], [-2.675, 2.124, 1.562], [-3.867, 1.781, 0.294], [-2.480, -0.625, 2.554]],
  "lowdin_charge": [-0.12, -0.18, -0.22, -0.16, -0.15, -0.17, -0.02, -0.64, 0.15, -0.31, 0.79, 0.09, 0.09, 0.08, 0.11, 0.08, 0.11, 0.06, 0.12, 0.11, 0.13, 0.09, 0.07, -0.13, -0.06, -0.49, -0.06, -0.07, 0.08, 0.08, 0.08, 0.14, 0.08, 0.08, 0.08, 0.10, -0.05, -0.48, -0.06, -0.10, 0.09, 0.06, 0.08, 0.13, 0.07, 0.08, 0.09, 0.09, -0.06, -0.50, -0.06, -0.06, 0.08, 0.07, 0.08, 0.14, 0.08, 0.08, 0.08, 0.08, -0.06, -0.48, -0.06, -0.08, 0.07, 0.08, 0.08, 0.14, 0.08, 0.08, 0.08, 0.05, -0.07, -0.50, -0.06, -0.06, 0.08, 0.08, 0.08, 0.14, 0.08, 0.06, 0.08, 0.09, -0.05, -0.47, -0.06, -0.08, 0.08, 0.08, 0.08, 0.14, 0.04, 0.08, 0.09, 0.06],
  "relative_energy_kj_mol": 10.45,
  "fmax_ev_per_a": 0.9,
  "charge": 0,
  "e_tot_ha": -2081.06578,
  "smiles": "COCCCCOC(=O)NS.CC(C)O.CC(C)O.CC(C)O.CC(C)O.CC(C)O.CC(C)O",
  "multiplicity": 1
}

=====

[4]
{
  "formula": "C6H14NS",
  "method": "wB97M-V/def2-TZVPD",
  "elements": ["C", "C", "C", "C", "C", "C", "N", "S", "H", "H", "H", "H", "H", "H", "H", "H", "H", "H", "H", "H", "H", "H"],
  "positions_angstrom": [[-1.603, 1.886, 0.787], [-0.907, 1.013, 1.392], [1.832, 0.985, 0.864], [1.465, 0.316, -1.467], [-1.873, -2.553, -0.402], [-0.207, -0.321, 0.088], [1.252, -0.035, -0.135], [-0.309, -2.135, 0.460], [-2.106, 2.588, 1.397], [-2.096, 1.765, -0.202], [-0.333, 0.968, 2.207], [1.268, 1.822, 0.605], [1.647, 0.578, 1.817], [2.882, 1.117, 0.652], [1.137, 1.302, -1.690], [2.498, 0.181, -1.839], [0.791, -0.261, -2.083], [-2.294, -3.211, 0.315], [-1.581, -3.168, -1.316], [-2.471, -1.745, -0.695], [-0.710, -0.111, -0.862], [1.718, -0.981, 0.107]],
  "lowdin_charge": [-0.01, 0.00, 0.05, -0.06, -0.34, -0.43, -0.27, 0.87, 0.07, 0.10, 0.03, 0.08, 0.09, 0.12, 0.11, 0.14, 0.11, 0.01, 0.07, 0.02, 0.08, 0.16],
  "relative_energy_kj_mol": 395.82,
  "fmax_ev_per_a": 7.6,
  "charge": 1,
  "e_tot_ha": -689.56373,
  "multiplicity": 1
}